one.
Here is a cluster of 8 separate species, H17O8 in total from OMol25. Energies are from wB97M-V/def2-TZVPD.

The geometry in ORCA input format:
```
! wB97M-V def2-TZVPD RIJCOSX def2/J DEFGRID3
* xyz 1 1
H -19.5640 16.2930 -7.2530
H -19.0750 16.6380 -3.5820
H -16.3740 17.4490 -2.5710
O -16.5830 19.1390 -8.1350
O -18.7020 16.6930 -7.4370
H -18.0310 16.0160 -7.2630
O -15.3930 21.3460 -4.4890
H -20.2100 16.3800 -4.4250
H -15.4960 17.8770 -5.1440
H -18.2780 18.2450 -6.7060
H -16.0010 18.4290 -8.0260
H -16.3410 21.5590 -4.5590
H -14.6440 18.9640 -5.8030
H -17.8380 17.6410 -2.2330
O -18.0920 18.7230 -5.8160
O -18.1130 20.5070 -3.3730
H -17.1530 19.0460 -5.7380
H -18.3800 21.1530 -2.7130
O -19.3170 16.6190 -4.4930
H -18.2810 18.0200 -5.1410
O -17.1030 18.0870 -2.6870
H -15.2210 20.4640 -4.8750
O -15.4420 18.8130 -5.3560
H -17.6360 19.7970 -2.9660
H -15.8920 19.8080 -8.1730
*
```

Properties
Kohn-Sham gap (eV): 9.69
LUMO level (eV): -3.76

=====

two.
Here is a cluster of 8 separate species, H17O8 in total from OMol25. Energies are from wB97M-V/def2-TZVPD.

The geometry in ORCA input format:
```
! wB97M-V def2-TZVPD RIJCOSX def2/J DEFGRID3
* xyz 1 1
H 19.8746 16.5243 -2.6624
O 13.8316 16.8515 -3.0218
H 17.2873 14.4413 1.3049
H 16.4900 15.7653 -2.8489
O 18.7743 18.2972 -4.3592
H 19.7095 15.0648 -3.1046
O 17.0818 15.0540 0.5906
O 15.7782 14.3178 -2.5085
H 14.8168 16.4676 -1.1717
H 15.7260 16.2881 0.0752
H 14.8371 14.1588 -2.6454
H 13.3777 16.5892 -3.8295
H 13.8349 17.8159 -3.0321
H 14.9081 17.3442 -5.9328
H 15.7740 16.2934 -6.6414
H 18.9409 17.7176 -5.1123
O 16.7305 16.5734 -3.3890
O 19.2163 15.8251 -2.7751
H 17.8611 15.0523 0.0246
O 15.5966 16.6880 -5.7793
H 16.0886 13.5723 -1.9832
H 16.3389 16.4128 -4.2976
H 18.3103 19.0547 -4.7346
H 17.7223 16.6727 -3.4667
O 15.0282 16.8442 -0.3124
*
```

Properties
Kohn-Sham gap (eV): 9.84
LUMO level (eV): -3.26

=====

The data favor two; the next most stable structure lies 0.0425 hartree above it.